No. 1
Here is C6H14N2 in the gas phase in a non-equilibrium geometry from the OMol25 dataset. Energies are from wB97M-V/def2-TZVPD.

## Properties
SMILES string	CN/C=C/C[C@H](C)N
LUMO energy	1.1171	eV
calculated total energy	-346.42882	hartree
molecular weight	114.19	Da
frontier orbital gap	9.35	eV

Last column: natural (NBO) charge in e.
Geometry (Å):
C 1.019 2.283 1.612  -0.43
N 1.970 1.775 0.554  -0.63
C 1.274 0.967 -0.340  -0.01
C 1.325 -0.353 -0.508  -0.26
C 0.368 -1.214 -1.228  -0.46
C -1.108 -0.940 -0.880  -0.02
C -1.332 -0.487 0.655  -0.63
N -2.126 -1.981 -1.135  -0.84
H 1.638 3.020 2.208  0.22
H 0.383 1.478 2.061  0.19
H 0.261 2.823 0.986  0.19
H 2.713 1.305 1.112  0.35
H 0.784 1.697 -1.044  0.19
H 2.022 -0.977 0.014  0.20
H 0.472 -1.130 -2.308  0.22
H 0.444 -2.292 -0.966  0.21
H -1.528 -0.030 -1.369  0.18
H -2.332 -0.126 0.779  0.21
H -0.818 0.461 0.889  0.21
H -1.144 -1.293 1.359  0.20
H -2.386 -2.517 -0.434  0.35
H -1.899 -2.468 -2.016  0.36

No. 2
Here is C4H8N2O2 in the gas phase from the OMol25 dataset. Energies are from wB97M-V/def2-TZVPD.

## Properties
SMILES string	C/C=C(O)/N=C(\N)O
LUMO energy	0.7052	eV
calculated total energy	-417.14536	hartree
molecular weight	116.12	Da
frontier orbital gap	8.11	eV

Last column: natural (NBO) charge in e.
Geometry (Å):
C -0.050 1.123 1.861  -0.64
C 0.312 0.006 0.929  -0.42
C 1.105 0.188 -0.216  0.53
O 1.950 1.230 -0.362  -0.67
N 0.873 -0.659 -1.214  -0.68
C -0.436 -0.963 -0.943  0.75
N -1.466 -0.175 -1.397  -0.83
O -0.791 -2.271 -0.835  -0.68
H -0.909 0.844 2.476  0.21
H 0.771 1.386 2.540  0.21
H -0.316 2.029 1.310  0.21
H 0.316 -0.993 1.346  0.21
H 2.263 1.224 -1.278  0.49
H -2.381 -0.597 -1.394  0.40
H -1.253 0.398 -2.199  0.40
H 0.011 -2.769 -0.624  0.50